# C35H53N3O37S10

A structure of composition C35H53N3O37S10 at a distorted geometry (the ωB97M-V functional and the def2-TZVPD basis, the Open Molecules 2025 dataset).

Geometry as XYZ:
```
138
Properties=species:S:1:pos:R:3:mulliken_charge:R:1
C -3.0025 0.1672 -3.0516 -1.09
C -2.8729 -0.0968 -1.4890 0.14
C -1.3767 0.1423 -1.0481 -0.36
N -0.5797 -1.0977 -0.8313 0.17
C -0.9878 -1.9071 0.3059 0.02
C -1.7457 -3.1471 0.0605 -0.96
C -2.1676 -3.9964 1.2260 0.35
N -2.8911 -5.1776 1.2582 -0.47
S -3.0380 -5.6465 2.8626 0.29
N -2.2033 -4.4284 3.6994 -0.74
C -1.8027 -3.6302 2.6558 0.47
C -0.9946 -2.3689 2.8185 -1.01
C -0.5944 -1.4918 1.7123 1.47
C 0.2021 -0.2026 2.0747 -0.95
C 1.4880 0.0496 1.2132 0.52
O 1.6691 1.1926 0.8035 -0.54
C 2.5731 -0.9964 0.8596 0.58
C 3.9468 -0.4666 0.6896 -0.09
C 5.0713 -1.3494 0.3068 -0.59
C 4.8536 -2.8061 0.0749 -0.32
C 3.4834 -3.3239 0.2766 -0.82
C 2.3734 -2.4364 0.6558 0.15
H -2.3972 -0.6135 -3.6104 0.26
H -4.0706 0.0656 -3.3930 0.40
H -2.6132 1.1825 -3.3554 0.22
H -3.2723 -1.1187 -1.2616 0.35
H -3.4787 0.7245 -0.9934 -0.07
H -1.3286 0.7868 -0.1277 -0.26
H -0.8884 0.7285 -1.8862 0.27
H -0.6564 -1.6598 -1.6859 0.55
H -1.9868 -3.4350 -0.9883 0.35
H -0.6803 -2.0945 3.8598 0.25
H -0.4896 0.6700 1.8607 0.06
H 0.3825 -0.1549 3.1905 0.49
H 4.1182 0.6229 0.8520 -0.15
H 6.0711 -0.8653 0.1873 0.40
H 5.7322 -3.4162 -0.2408 0.38
H 3.3267 -4.4196 0.0889 0.21
H 1.3678 -2.8996 0.7832 0.37
C 3.3931 3.7494 -1.5085 -0.21
C 1.9104 3.4789 -1.3450 -0.11
O 1.2672 4.4607 -2.1662 -0.43
S 2.2103 4.7775 -3.4415 1.18
O 1.7422 4.0057 -4.5460 -0.57
O 2.3987 6.1879 -3.5178 -0.61
O 3.5641 4.1031 -2.8884 -0.26
H 3.7085 4.5939 -0.9004 0.39
H 3.9993 2.8794 -1.2616 0.23
H 1.5838 3.5659 -0.3105 0.28
H 1.6425 2.4906 -1.7269 0.18
C -6.3116 -7.5507 -1.5705 -0.33
C -7.0876 -7.0145 -0.3825 -0.28
O -6.7691 -7.9002 0.6938 -0.33
S -5.2577 -8.4408 0.5045 0.98
O -4.3946 -7.6483 1.3113 -0.39
O -5.2769 -9.8612 0.5650 -0.57
O -5.0620 -7.9891 -1.0337 -0.31
H -6.8136 -8.4141 -2.0146 0.27
H -6.1522 -6.7921 -2.3355 0.32
H -8.1614 -6.9962 -0.5606 0.31
H -6.7479 -6.0122 -0.1079 0.26
C -1.6041 1.2330 -8.2009 -0.36
C -0.5981 1.0763 -7.0756 -0.26
O -1.2190 0.1804 -6.1518 -0.20
S -2.1477 -0.8619 -6.9648 1.09
O -1.4096 -2.0646 -7.1546 -0.57
O -3.4511 -0.8386 -6.3974 -0.51
O -2.1823 -0.0640 -8.3704 -0.32
H -2.4012 1.9280 -7.9249 0.29
H -1.1384 1.5662 -9.1273 0.32
H -0.3614 2.0233 -6.5932 0.29
H 0.3245 0.6099 -7.4315 0.24
C -4.6898 -1.3805 3.5242 0.80
C -6.1879 -1.5933 3.6611 -0.57
O -6.7781 -0.5446 2.8759 -0.36
S -5.7939 -0.2225 1.6331 1.00
O -6.2606 -0.9330 0.4906 -0.57
O -5.5216 1.1738 1.6209 -0.52
O -4.4891 -0.9807 2.1829 0.01
H -4.3482 -0.5759 4.1787 -0.66
H -4.1197 -2.2846 3.7381 0.20
H -6.5242 -1.5385 4.6951 0.35
H -6.4929 -2.5513 3.2307 0.35
C 4.8442 2.5540 4.2742 -0.33
C 5.6422 3.8342 4.1164 -0.46
O 6.1564 3.7842 2.7840 -0.33
S 5.1020 3.0081 1.8377 1.15
O 4.3030 3.9730 1.1619 -0.52
O 5.7917 1.9683 1.1564 -0.58
O 4.2056 2.3542 3.0115 -0.21
H 5.4989 1.6998 4.4640 0.31
H 4.1029 2.6250 5.0689 0.31
H 6.4528 3.9113 4.8388 0.33
H 4.9985 4.7143 4.1976 0.28
C -1.4634 5.0109 -0.3300 0.29
C -2.4586 5.9594 -0.9724 -0.51
O -2.9699 5.2461 -2.1000 -0.35
S -3.0012 3.6663 -1.7578 1.03
O -4.3161 3.3224 -1.3404 -0.59
O -2.3161 2.9698 -2.7927 -0.56
O -2.0515 3.7129 -0.4520 -0.13
H -0.5139 5.0077 -0.8714 -0.26
H -1.2821 5.2497 0.7172 0.34
H -1.9986 6.8950 -1.2855 0.36
H -3.2940 6.1725 -0.2997 0.32
C 6.6669 7.5362 -4.4381 -0.33
C 7.7518 7.4923 -3.3769 -0.38
O 7.2593 6.5903 -2.3861 -0.32
S 6.3553 5.4526 -3.1056 1.11
O 7.1635 4.2982 -3.3070 -0.65
O 5.0915 5.3994 -2.4579 -0.49
O 6.1762 6.1978 -4.5282 -0.34
H 5.8400 8.1826 -4.1327 0.28
H 7.0474 7.8675 -5.4033 0.31
H 7.9488 8.4708 -2.9422 0.31
H 8.6815 7.0796 -3.7787 0.30
C 4.2996 -7.1274 1.0371 -0.03
C 4.9546 -8.2566 0.2655 -0.39
O 6.2179 -7.7332 -0.1491 -0.33
S 6.7526 -6.6918 0.9659 1.09
O 7.6646 -7.3758 1.8166 -0.55
O 7.0742 -5.4637 0.3182 -0.50
O 5.3608 -6.5068 1.7660 -0.28
H 3.8704 -6.3849 0.3615 0.03
H 3.5286 -7.4852 1.7179 0.34
H 4.3662 -8.5685 -0.5955 0.32
H 5.1412 -9.1200 0.9098 0.31
C -5.5543 2.5661 6.6887 -0.31
C -4.3554 2.9935 7.5149 -0.41
O -3.4383 1.9006 7.4229 -0.32
S -3.5993 1.1963 5.9778 1.14
O -2.5907 1.7074 5.1148 -0.53
O -3.8039 -0.1974 6.1824 -0.57
O -5.0061 1.8719 5.5660 -0.23
H -6.1893 1.8704 7.2431 0.28
H -6.1512 3.4145 6.3573 0.31
H -4.6148 3.1916 8.5533 0.31
H -3.8737 3.8763 7.0862 0.30
```

Output
Kohn-Sham gap	7.48	eV
HOMO energy	-8.1	eV
energy	-8295.1296	hartree

=====

# C4H8O2

A cluster of 2 separate species, C4H8O2 in total (the ωB97M-V functional and the def2-TZVPD basis, the Open Molecules 2025 dataset).

Geometry as XYZ:
```
14
Properties=species:S:1:pos:R:3:mulliken_charge:R:1
C -0.3857 -0.1294 -1.6867 -0.64
C 0.3199 -0.0640 -0.5727 0.01
C 1.3511 -0.6330 0.3076 -0.58
C 0.6409 0.6800 0.6431 0.01
O 1.3131 1.8918 0.4885 -0.51
H -1.0855 0.6608 -1.9476 0.29
H -0.2781 -0.9556 -2.3839 0.26
H 2.3799 -0.5625 -0.0402 0.26
H 1.1216 -1.5058 0.9148 0.22
H -0.0924 0.6344 1.4508 0.38
H 1.9145 1.9856 1.2380 0.32
O -2.3996 -0.8589 0.8409 -0.66
H -2.9238 -0.0750 0.6373 0.33
H -1.8072 -0.9318 0.0799 0.30
```

Output
ΔE to the lowest compared entry with this formula, charge and spin	276.0	kJ/mol
Kohn-Sham gap	10.87	eV
HOMO energy	-10.1	eV
energy	-307.6073	hartree
SMILES	C=C1C[C@H]1O.O

=====

# C28H48N7O7PS

A cluster of 8 separate species, C28H48N7O7PS in total at a distorted geometry (the ωB97M-V functional and the def2-TZVPD basis, the Open Molecules 2025 dataset).

Geometry as XYZ:
```
92
Properties=species:S:1:pos:R:3:mulliken_charge:R:1
C 7.2831 -1.1876 0.5603 -1.12
C 6.2403 0.0126 0.3988 0.17
O 5.8622 0.0730 -0.9946 -0.44
C 4.4814 0.2822 -1.1689 0.32
O 3.7329 -0.5525 -0.7217 -0.41
C 4.0747 1.5443 -1.9886 -0.16
C 2.8207 2.3298 -1.4432 -0.93
C 1.5204 1.4610 -1.2340 -0.65
C 0.9910 1.3395 0.2396 2.07
P -0.1753 2.8227 0.5418 -0.32
O -1.7812 2.3929 0.1935 -0.38
O -0.1868 3.1979 2.2063 -0.31
C 2.1181 1.4222 1.3736 -1.22
S 1.7803 0.4637 2.9037 1.53
O 1.2583 1.2705 4.0084 -0.70
O 3.0807 -0.0858 3.3309 -0.77
O 0.7808 -0.8227 2.6698 -0.46
C -0.3302 -0.2800 1.8559 -0.33
C 0.2964 -0.0752 0.3986 -0.44
C -0.8106 -0.4257 -0.6709 -0.75
C -0.7739 -1.9339 -1.1662 0.28
C 0.4491 -2.2830 -2.1108 -1.22
C -0.8887 -2.9742 0.0283 -1.16
H 7.1851 -1.9338 -0.2818 0.30
H 8.3458 -0.8172 0.6275 0.29
H 7.0580 -1.7722 1.5021 0.32
H 5.3998 -0.1798 1.1120 0.04
H 6.7670 0.9724 0.6506 0.28
H 3.9701 1.2672 -3.0747 -0.10
H 4.9529 2.2550 -1.9510 0.36
H 2.5674 3.0922 -2.2408 0.32
H 3.1562 2.9314 -0.5583 0.44
H 1.7055 0.4637 -1.7263 -0.31
H 0.6845 1.9256 -1.8441 0.71
H -2.0029 2.5426 -0.7411 0.29
H -1.0714 3.0045 2.5794 0.25
H 3.1387 1.1185 1.0104 -0.02
H 2.2225 2.5076 1.6794 0.71
H -1.1606 -1.0245 1.8691 -0.31
H -0.6150 0.7005 2.3372 0.11
H 1.1152 -0.8514 0.3232 0.56
H -1.8126 -0.3123 -0.1512 0.24
H -0.8555 0.2461 -1.5665 0.53
H -1.7205 -2.0713 -1.7760 0.58
H 0.7723 -3.3370 -1.8689 0.38
H 1.3417 -1.6300 -1.9063 0.17
H 0.1119 -2.1626 -3.1716 0.27
H -1.1290 -3.9774 -0.4239 0.64
H -1.7314 -2.7369 0.7314 -0.02
H 0.1043 -2.9707 0.5520 0.23
C -4.0365 0.4263 2.4719 -0.53
C -3.8218 -0.9687 2.0108 0.35
N -3.6549 -2.0493 1.6545 -0.46
H -3.0806 0.8823 2.7274 0.04
H -4.5081 1.0102 1.6821 0.30
H -4.6795 0.4317 3.3507 0.32
C -3.0383 6.4950 2.0980 -1.00
C -2.6910 5.1390 1.6088 0.44
N -2.4204 4.0846 1.2294 -0.29
H -2.1323 7.0268 2.3889 0.29
H -3.5431 7.0551 1.3109 0.29
H -3.6994 6.4177 2.9610 0.28
C -0.3362 -4.5599 3.6370 -0.81
C -0.7990 -5.0769 2.3259 0.49
N -1.1577 -5.4697 1.3094 -0.49
H -1.0277 -3.7994 3.9998 0.23
H -0.2896 -5.3737 4.3604 0.37
H 0.6551 -4.1185 3.5322 0.24
C 3.1348 1.0321 -6.8247 -0.63
C 2.5717 1.1315 -5.4567 0.52
N 2.1360 1.2070 -4.3967 -0.43
H 3.7532 1.9039 -7.0368 0.29
H 3.7479 0.1342 -6.9072 0.28
H 2.3342 0.9748 -7.5644 0.01
C 0.7609 -1.5394 -9.5322 -0.79
C 0.9036 -0.0632 -9.5754 0.36
N 1.0031 1.0886 -9.6244 -0.42
H 1.7218 -2.0105 -9.7386 0.27
H 0.4165 -1.8493 -8.5456 0.27
H 0.0374 -1.8629 -10.2800 0.31
C -5.9449 -4.3837 2.1833 -0.55
C -7.3275 -4.3752 2.7233 0.26
N -8.3969 -4.3676 3.1409 -0.37
H -5.8374 -5.1838 1.4513 0.30
H -5.7287 -3.4312 1.7026 0.12
H -5.2319 -4.5431 2.9914 0.22
C -5.1905 1.9976 6.3676 -0.90
C -4.6838 2.6679 5.1446 0.43
N -4.2917 3.1862 4.1983 -0.38
H -4.3674 1.5116 6.8910 0.28
H -5.6490 2.7322 7.0289 0.32
H -5.9341 1.2477 6.0981 0.30
```

Output
Kohn-Sham gap	8.12	eV
HOMO energy	-7.9	eV
energy	-2745.0313	hartree
SMILES	CCOC(=O)CCC[C@]1(P(O)O)CS(=O)(=O)OC[C@H]1CC(C)C.CC#N.CC#N.CC#N.CC#N.CC#N.CC#N.CC#N

=====

# C5H9O

A cluster of 2 separate species, C5H9O in total at a distorted geometry (the ωB97M-V functional and the def2-TZVPD basis, the Open Molecules 2025 dataset).

Geometry as XYZ:
```
15
Properties=species:S:1:pos:R:3:mulliken_charge:R:1
C 0.2231 0.3571 2.0203 -0.86
C -1.9164 0.5633 -0.2000 -0.13
C 0.5333 -0.3621 0.9466 -0.31
C 1.0348 -0.8352 -1.4176 -1.12
C 0.2761 0.1271 -0.5232 0.47
O -0.9319 0.5484 -0.9419 -0.06
H 0.3447 -0.0086 3.0622 0.27
H -0.3247 1.3130 1.9429 0.37
H -2.7169 1.0095 -0.7248 0.32
H -1.8669 0.3261 0.8907 0.41
H 0.9515 -1.3702 0.9668 0.30
H 0.2334 -1.6320 -1.6009 0.36
H 2.0183 -1.2470 -0.9762 0.38
H 1.2563 -0.3886 -2.4941 0.32
H 0.8853 1.5993 -0.9508 0.30
```

Output
ΔE to the lowest compared entry with this formula, charge and spin	407.0	kJ/mol
Kohn-Sham gap	8.32	eV
HOMO energy	-14.6	eV
total charge	+1
energy	-270.6816	hartree

=====

# ClH2N2O

A cluster of 2 separate species, ClH2N2O in total at a distorted geometry (the ωB97M-V functional and the def2-TZVPD basis, the Open Molecules 2025 dataset).

Geometry as XYZ:
```
6
Properties=species:S:1:pos:R:3:mulliken_charge:R:1
N -0.5298 -0.0821 0.2580 0.44
N 1.0305 0.0615 -0.0068 -0.51
O -0.9705 0.7419 1.0019 -0.49
Cl -2.2954 -1.9905 -1.2611 -0.81
H -1.0973 -1.0019 -0.1608 0.20
H 1.1449 0.9254 0.4690 0.18
```

Output
ΔE to the lowest compared entry with this formula, charge and spin	460.6	kJ/mol
Kohn-Sham gap (alpha / beta)	8.68 / 9.07	eV
HOMO energy (alpha / beta)	-4.8 / -4.9	eV
total charge	-1
energy	-646.0853	hartree

=====

# C36H32Cl2N7O4S6Ta

A structure of composition C36H32Cl2N7O4S6Ta (the ωB97M-V functional and the def2-TZVPD basis, the Open Molecules 2025 dataset).

Geometry as XYZ:
```
88
Properties=species:S:1:pos:R:3:mulliken_charge:R:1
Ta 0.4344 -0.6243 -0.2485 0.68
N 4.5742 -2.5417 -0.6041 -0.46
C 3.4942 -1.8950 -0.1025 0.85
S 2.7302 -0.7448 -1.1545 -0.46
N 3.1365 -2.1038 1.1199 -1.23
N 2.0822 -1.2856 1.5506 0.81
C 2.0037 -1.3144 2.8388 -1.01
C 1.1588 -0.4883 3.7002 0.55
C 0.9286 -0.8952 5.0139 -0.86
C 0.1364 -0.0915 5.8198 -0.63
C -0.3677 1.0858 5.2948 -0.72
C -0.0558 1.4166 3.9810 -0.23
N 0.6870 0.6524 3.2022 0.67
H 4.6783 -2.5878 -1.6022 0.24
H 4.9447 -3.2999 -0.0543 0.24
H 2.6721 -2.0093 3.3423 0.39
H 1.3447 -1.8225 5.3812 0.54
H -0.0778 -0.3781 6.8389 0.42
H -0.9817 1.7466 5.8892 0.48
H -0.4173 2.3360 3.5351 0.16
C 0.2341 -3.6008 -5.1617 -0.82
C -0.4415 -2.2593 -5.4041 -0.92
N -1.5238 -1.9840 -4.4644 0.14
C -2.8929 -2.2610 -4.8965 -0.55
C -3.3078 -3.6970 -4.6299 -1.11
C -1.2744 -1.5617 -3.2228 0.64
S 0.3448 -1.2103 -2.8049 -0.50
N -2.3634 -1.4964 -2.4138 -0.18
C -2.3718 -0.7343 -1.3557 -0.48
O -1.3990 0.0064 -0.9455 -0.43
C -3.6238 -0.6729 -0.5667 0.72
C -3.7885 0.3169 0.3979 -0.02
C -4.9411 0.3487 1.1622 -0.86
C -5.9206 -0.6181 0.9832 -0.35
C -5.7546 -1.6132 0.0290 -0.78
C -4.6131 -1.6355 -0.7533 -0.38
H 1.0735 -3.7102 -5.8477 0.38
H -0.4526 -4.4271 -5.3331 0.28
H 0.6136 -3.6703 -4.1455 0.22
H -0.8781 -2.2325 -6.4037 0.38
H 0.2841 -1.4447 -5.3484 0.46
H -2.9384 -2.0296 -5.9625 0.41
H -3.5580 -1.5750 -4.3772 0.37
H -2.7085 -4.4026 -5.2013 0.34
H -4.3502 -3.8390 -4.9118 0.37
H -3.2016 -3.9283 -3.5716 0.25
H -2.9994 1.0387 0.5529 0.68
H -5.0701 1.1167 1.9123 0.42
H -6.8118 -0.6028 1.5949 0.40
H -6.5130 -2.3729 -0.1010 0.42
H -4.4644 -2.4044 -1.4990 0.51
O -3.0929 -6.2428 2.3666 -0.58
C -2.4686 -5.3068 1.9588 0.58
S -2.6277 -3.6566 2.6048 -0.13
C -1.4197 -2.9327 1.5710 -0.13
C -0.7906 -3.7354 0.6931 0.29
S 0.3371 -3.1088 -0.4632 -0.21
S -1.2471 -5.4256 0.6710 -0.17
S -1.0654 -1.2450 1.6940 -0.15
Cl 4.3121 4.9583 -2.1032 -0.27
C 4.4979 3.6650 -0.9466 0.73
C 5.3649 2.6366 -1.2554 -0.74
C 5.5206 1.5876 -0.3702 -0.49
C 4.8109 1.5967 0.8141 -0.86
C 3.9627 2.6455 1.1237 1.18
Cl 3.2163 2.6148 2.6872 -0.17
C 3.7639 3.7217 0.2515 -0.73
N 2.9737 4.8212 0.5184 -0.04
C 1.7285 4.8206 1.2326 -0.74
C 1.6676 5.5178 2.4355 -0.32
C 0.4898 5.5794 3.1525 -0.52
C -0.6453 4.9402 2.6756 -0.71
C -0.6023 4.2554 1.4775 -0.60
C 0.5697 4.1874 0.7276 1.11
C 0.5437 3.4633 -0.5970 -1.40
C 0.5848 1.9578 -0.4868 1.30
O 0.9000 1.2423 -1.4618 -0.65
O 0.2571 1.3607 0.5856 -0.09
H 5.8965 2.6636 -2.1954 0.43
H 6.1794 0.7656 -0.6046 0.39
H 4.9039 0.7876 1.5249 0.40
H 3.0580 5.5520 -0.1718 0.33
H 2.5696 5.9877 2.8020 0.47
H 0.4567 6.1199 4.0889 0.40
H -1.5709 4.9871 3.2351 0.43
H -1.4928 3.7669 1.1031 0.36
H 1.3515 3.7666 -1.2657 0.33
H -0.3872 3.6860 -1.1247 0.52
```

Output
ΔE to the lowest compared entry with this formula, charge and spin	115.5	kJ/mol
Kohn-Sham gap	6.20	eV
HOMO energy	-7.0	eV
energy	-5442.0547	hartree